(1)
Computed, not measured: a 8-piece molecular cluster, C22H60O8 overall, with ωB97M-V with the def2-TZVPD basis set.

The geometry in ORCA input format:
```
! wB97M-V def2-TZVPD RIJCOSX def2/J DEFGRID3
* xyz 0 1
C 18.443 20.031 20.974
C 18.467 18.543 20.960
C 19.804 18.016 20.482
O 18.357 18.131 22.235
H 18.651 20.449 19.988
H 19.197 20.394 21.673
H 17.529 20.503 21.334
H 17.693 18.152 20.300
H 20.059 18.119 19.427
H 19.954 16.979 20.782
H 20.629 18.636 20.833
H 18.300 17.176 22.310
C 21.081 23.647 13.151
C 20.589 24.427 11.912
C 21.748 24.819 11.028
O 19.565 23.659 11.262
H 20.271 23.119 13.655
H 21.444 24.361 13.891
H 21.886 22.935 12.971
H 20.122 25.346 12.267
H 22.204 23.885 10.700
H 22.421 25.383 11.674
H 21.353 25.307 10.137
H 19.381 24.021 10.393
C 16.673 24.389 17.071
C 16.810 23.946 15.627
C 17.931 22.951 15.374
O 15.587 23.322 15.301
H 17.489 24.963 17.509
H 16.524 23.443 17.591
H 15.778 24.983 17.258
H 16.860 24.875 15.059
H 18.853 23.195 15.901
H 18.134 22.860 14.307
H 17.667 21.962 15.750
H 15.584 22.430 15.656
C 24.440 20.064 15.170
C 25.669 20.565 15.809
C 25.633 20.926 17.262
O 26.720 19.727 15.563
H 23.934 19.335 15.802
H 24.679 19.767 14.148
H 23.792 20.935 15.067
H 25.863 21.527 15.335
H 25.461 20.037 17.870
H 24.928 21.678 17.617
H 26.516 21.317 17.768
H 27.496 20.229 15.825
C 23.643 21.081 21.971
C 24.196 21.224 23.342
C 23.194 21.990 24.231
O 24.196 19.924 23.893
H 23.627 22.060 21.492
H 22.633 20.672 21.993
H 24.194 20.367 21.360
H 25.207 21.632 23.314
H 22.694 22.858 23.802
H 23.762 22.508 25.004
H 22.336 21.405 24.560
H 24.882 19.968 24.563
C 21.999 21.017 18.932
C 21.695 22.535 18.521
C 21.743 22.698 17.014
O 20.360 22.699 18.948
H 21.243 20.365 18.493
H 21.974 20.711 19.978
H 22.931 20.620 18.530
H 22.472 23.161 18.958
H 22.716 22.290 16.743
H 21.850 23.737 16.702
H 21.004 22.192 16.392
H 19.979 23.574 18.846
C 24.347 25.459 17.111
C 25.617 26.026 16.484
C 25.983 25.456 15.125
O 25.633 27.451 16.426
H 24.486 24.392 17.285
H 23.475 25.695 16.500
H 24.094 25.975 18.037
H 26.422 25.697 17.142
H 26.771 25.985 14.589
H 25.107 25.527 14.480
H 26.303 24.414 15.123
H 26.509 27.750 16.172
C 20.122 26.426 18.863
O 19.649 25.440 19.778
H 19.793 26.156 17.860
H 19.704 27.426 18.978
H 21.208 26.515 18.870
H 20.028 25.631 20.639
*
```

HOMO energy ... -9.90 eV
ΔE to the lowest compared entry with this formula, charge and spin ... 273.3 kJ/mol
Structure (SMILES) ... CC(C)O.CC(C)O.CC(C)O.CC(C)O.CC(C)O.CC(C)O.CC(C)O.CO
HOMO-LUMO gap ... 10.26 eV

(2)
Computed, not measured: C22H61Li5N7O12 as an isolated structure, with ωB97M-V with the def2-TZVPD basis set.

The geometry in ORCA input format:
```
! wB97M-V def2-TZVPD RIJCOSX def2/J DEFGRID3
* xyz 3 1
Li 11.911 2.448 7.380
Li 12.532 1.254 9.933
Li 10.863 4.889 6.147
Li 12.801 4.911 9.013
Li 9.417 1.733 5.956
O 11.848 3.231 9.835
C 10.466 3.656 9.882
C 9.342 3.386 8.689
O 9.764 3.235 7.338
H 10.497 4.734 10.034
H 10.131 3.311 10.860
H 8.670 4.226 8.870
H 8.793 2.482 8.953
C 12.631 3.390 13.768
O 13.110 3.496 14.867
N 11.385 2.992 13.480
N 13.153 3.935 12.672
H 10.733 2.713 14.199
H 11.126 2.927 12.506
H 12.787 3.561 11.809
H 14.088 4.306 12.762
C 7.694 7.346 9.830
O 7.213 7.516 8.721
N 6.976 7.009 10.879
N 8.949 7.531 10.189
H 6.026 6.671 10.826
H 7.327 7.353 11.761
H 9.327 7.219 11.073
H 9.559 7.870 9.459
C 2.823 4.159 4.846
O 3.540 3.954 6.077
C 4.915 4.348 5.984
C 5.618 4.086 7.384
N 5.275 2.717 7.805
C 5.510 2.615 9.233
C 4.776 3.568 10.231
O 4.819 3.174 11.603
C 6.014 3.544 12.239
H 3.271 5.014 4.339
H 1.786 4.387 5.091
H 2.908 3.280 4.208
H 5.016 5.418 5.802
H 5.372 3.772 5.179
H 5.243 4.868 8.044
H 6.686 4.283 7.290
H 4.367 2.600 7.377
H 6.582 2.757 9.366
H 5.403 1.586 9.576
H 3.696 3.560 10.089
H 5.020 4.630 10.203
H 6.832 2.947 11.834
H 5.849 3.482 13.314
H 6.250 4.599 12.102
C 8.310 4.278 16.542
O 8.175 5.138 15.411
C 9.230 4.976 14.520
C 8.908 5.870 13.333
N 8.935 7.272 13.730
C 10.218 7.866 13.703
C 10.077 9.370 14.071
O 9.821 9.566 15.417
C 9.949 10.935 15.840
H 7.591 4.727 17.227
H 9.274 4.299 17.050
H 7.950 3.264 16.370
H 9.277 3.913 14.285
H 10.180 5.245 14.980
H 7.928 5.505 13.025
H 9.539 5.632 12.477
H 8.589 7.411 14.669
H 10.600 7.809 12.684
H 10.973 7.317 14.266
H 9.250 9.818 13.521
H 10.983 9.848 13.698
H 9.277 11.594 15.291
H 10.985 11.273 15.831
H 9.605 10.921 16.874
C 15.212 1.587 11.475
O 13.766 1.343 11.454
C 13.462 0.330 12.414
C 12.091 -0.250 12.130
N 12.002 -0.530 10.696
C 10.696 -1.210 10.391
C 9.383 -0.415 10.615
O 8.419 -1.251 11.249
C 7.204 -0.488 11.423
H 15.402 2.374 12.206
H 15.557 2.033 10.542
H 15.905 0.757 11.614
H 13.476 0.683 13.445
H 14.120 -0.536 12.333
H 11.354 0.525 12.343
H 11.889 -1.187 12.648
H 12.807 -1.011 10.321
H 10.652 -2.134 10.967
H 10.822 -1.498 9.347
H 9.057 -0.112 9.620
H 9.625 0.414 11.281
H 7.401 0.543 11.716
H 6.568 -0.946 12.180
H 6.616 -0.435 10.507
O 9.772 6.524 6.740
H 9.105 6.583 7.425
H 9.430 7.063 6.027
O 12.259 6.835 9.741
H 12.079 7.697 9.364
H 12.501 7.017 10.649
*
```

HOMO energy ... -14.55 eV
HOMO-LUMO gap ... 3.25 eV